# 1
Computed, not measured: 13 unconnected molecules or ions with the total composition H26O13 at a distorted geometry, with the ωB97M-V functional and the def2-TZVPD basis.

For the LUMO energy, the calculation gives -0.42 eV. The calculation puts the HOMO energy at -10.930 eV. For the gap between HOMO and LUMO, the calculation gives 10.51 eV. The total energy is -27039.6604 eV. The calculation puts the energy relative to the best compared isomer or geometry (same formula, charge and spin) at 52.7 kcal/mol.

Last column: natural (NBO) charge in e.
Cartesian coordinates (Å):
1 O -4.5145 10.7005 3.1454  -0.96
2 H -3.8596 10.0472 3.4503  0.47
3 H -5.1616 10.1510 2.6714  0.48
4 O -0.2393 8.6262 0.1038  -0.94
5 H 0.0222 7.7631 -0.2828  0.47
6 H -0.1879 8.5327 1.0271  0.47
7 O -2.3361 10.3601 -0.3211  -0.95
8 H -1.8113 10.4028 0.4850  0.48
9 H -3.2489 10.3636 0.0581  0.45
10 O -6.3161 9.0025 1.7290  -1.00
11 H -7.2217 8.8847 1.3411  0.51
12 H -6.0895 8.4502 2.4498  0.51
13 O -6.2229 7.5739 -0.6722  -0.94
14 H -5.6443 7.4769 -1.4771  0.48
15 H -5.7859 8.3446 -0.3045  0.50
16 O -4.0886 8.0749 5.7104  -0.95
17 H -3.7873 7.8182 4.8373  0.48
18 H -5.0022 8.3352 5.6421  0.47
19 O -5.5920 5.4854 0.6492  -0.97
20 H -5.4695 5.0362 -0.1578  0.45
21 H -5.6911 6.3787 0.3415  0.48
22 O -1.2948 10.6272 2.1953  -0.97
23 H -1.7699 11.4821 2.1697  0.50
24 H -1.8973 9.8806 2.0939  0.49
25 O -0.2740 5.6093 2.8661  -0.95
26 H -1.2277 5.5861 2.8100  0.47
27 H -0.0429 6.4893 3.2021  0.47
28 O -3.0102 5.2885 2.1338  -0.96
29 H -3.0260 5.2656 1.2055  0.49
30 H -2.8741 4.3535 2.3339  0.50
31 O -2.8625 8.1699 2.1650  -0.99
32 H -2.4580 7.3336 2.4162  0.48
33 H -3.4212 7.9581 1.4246  0.50
34 O -5.1614 6.6611 3.4750  -0.98
35 H -5.0923 6.1986 4.2809  0.48
36 H -4.4580 6.4413 2.8828  0.50
37 O -3.1943 7.6841 -0.5912  -1.00
38 H -2.4110 8.1632 -0.2486  0.52
39 H -2.8835 6.9036 -1.0769  0.47

***

# 2
Computed, not measured: 13 unconnected molecules or ions with the total composition H26O13 at a distorted geometry, with the ωB97M-V functional and the def2-TZVPD basis.

For the LUMO energy, the calculation gives -0.56 eV. The calculation puts the HOMO energy at -9.860 eV. For the gap between HOMO and LUMO, the calculation gives 9.30 eV. The total energy is -27037.0200 eV. The calculation puts the energy relative to the best compared isomer or geometry (same formula, charge and spin) at 113.6 kcal/mol.

Last column: natural (NBO) charge in e.
Cartesian coordinates (Å):
1 H 0.6412 0.3870 -0.1382  0.43
2 H -0.4944 0.1601 -1.1226  0.48
3 H 0.6984 -2.4076 -1.6340  0.45
4 H 0.8445 -1.0229 -1.0246  0.44
5 H 2.7328 -3.3215 -0.9040  0.47
6 H 3.6250 -3.7067 -2.0726  0.46
7 H 2.3668 -0.2629 -2.1568  0.47
8 H 3.4935 -0.8196 -1.3020  0.49
9 H 2.8259 3.0845 -1.4130  0.47
10 H 3.8882 3.5540 -2.3934  0.47
11 H -2.1106 1.9987 1.9172  0.47
12 H -1.5276 2.0507 0.5146  0.48
13 H 1.6378 -1.5059 2.2258  0.48
14 H 0.6138 -1.4742 3.3485  0.47
15 H 0.9310 2.0417 3.1968  0.47
16 H 1.0860 3.5337 2.9521  0.46
17 H -3.0586 -2.2874 1.1419  0.47
18 H -2.5124 -3.7039 1.0699  0.47
19 H -4.2470 -2.5135 -0.4044  0.46
20 H -5.1126 -1.8273 -1.4484  0.47
21 H -3.1257 0.1607 -0.0746  0.49
22 H -2.6097 1.3341 -0.8913  0.47
23 H 4.1453 0.3780 1.0871  0.48
24 H 2.8857 0.2686 0.2437  0.47
25 H -4.0101 3.6687 -0.7396  0.48
26 H -3.8421 2.7351 -1.9272  0.47
27 O -0.2803 0.1082 -0.1843  -0.89
28 O 0.3764 -1.8577 -0.9109  -0.91
29 O 3.2654 -4.0484 -1.2462  -0.93
30 O 3.1470 0.0060 -1.6588  -0.94
31 O 3.2479 3.8820 -1.7520  -0.93
32 O -2.3143 1.7798 1.0010  -0.94
33 O 1.5120 -1.7597 3.1470  -0.94
34 O 1.4093 2.8175 3.5103  -0.93
35 O -2.7174 -2.9993 1.6948  -0.93
36 O -4.3823 -1.6648 -0.8406  -0.93
37 O -2.6903 0.3738 -0.9077  -0.97
38 O 3.2512 0.0183 1.0997  -0.96
39 O -3.5898 2.8423 -1.0031  -0.94

***

# 3
Computed, not measured: 13 unconnected molecules or ions with the total composition H26O13 at a distorted geometry, with the ωB97M-V functional and the def2-TZVPD basis.

For the LUMO energy, the calculation gives -0.61 eV. The calculation puts the HOMO energy at -9.330 eV. For the gap between HOMO and LUMO, the calculation gives 8.71 eV. The total energy is -27039.3033 eV. The calculation puts the energy relative to the best compared isomer or geometry (same formula, charge and spin) at 61.0 kcal/mol.

Last column: natural (NBO) charge in e.
Cartesian coordinates (Å):
1 O 1.1046 -2.3219 1.6406  -1.00
2 H 0.1861 -2.3848 1.2823  0.47
3 H 1.0933 -1.4230 1.9130  0.47
4 O -0.3116 -0.9925 -2.7156  -0.96
5 H -1.0027 -0.7924 -3.3833  0.48
6 H 0.3801 -0.3855 -3.0134  0.50
7 O -3.1963 0.6652 -2.1514  -0.95
8 H -3.5294 0.7904 -3.0812  0.47
9 H -2.4307 1.2323 -2.2408  0.48
10 O -3.4273 -0.2785 0.6971  -0.96
11 H -4.1827 0.3381 0.5078  0.47
12 H -3.1627 -0.5940 -0.1432  0.48
13 O -2.6478 -2.1633 -1.4755  -0.95
14 H -1.7941 -1.8849 -1.8069  0.47
15 H -3.2855 -1.6753 -2.0105  0.48
16 O -0.3714 0.0763 -0.2257  -1.00
17 H -0.5532 -0.3865 -1.0517  0.48
18 H 0.5797 0.2015 -0.2343  0.50
19 O 2.4475 -0.3121 -0.9106  -0.96
20 H 2.2724 -1.2597 -0.9208  0.48
21 H 3.2529 -0.3305 -1.4183  0.48
22 O 2.4407 2.0837 1.2174  -0.97
23 H 3.2487 1.8202 1.6388  0.48
24 H 1.7370 1.6894 1.7402  0.49
25 O 3.7677 -0.8471 1.7244  -0.92
26 H 4.3656 -0.1346 1.4624  0.44
27 H 2.9736 -0.5056 1.3412  0.48
28 O 1.8919 2.6222 -1.3488  -0.99
29 H 1.1448 3.2372 -1.4618  0.46
30 H 2.0725 2.4690 -0.3827  0.50
31 O 0.8411 0.1491 2.4876  -0.97
32 H 0.2664 0.8320 2.1716  0.49
33 H 0.8016 0.4147 3.4029  0.48
34 O -1.4776 -2.3774 1.1724  -0.91
35 H -1.7970 -1.5278 1.0896  0.49
36 H -1.2167 -2.5980 0.2571  0.46
37 O -0.7804 1.9635 1.7043  -0.96
38 H -0.3692 2.8341 1.6027  0.48
39 H -1.3319 1.7565 0.9233  0.52